C30H28BBrCoN2O4S as an isolated structure. Source: the OMol25 dataset; level of theory: ωB97M-V/def2-TZVPD.

Calculated values
Total energy ... -161918.0237 eV
HOMO-LUMO gap (alpha / beta) ... 7.477 / 7.388 eV
⟨S²⟩ ... 0.805
2S+1 ... 2

Structure (XYZ):
```
68
Properties=species:S:1:pos:R:3:forces:R:3:nbo_charge:R:1
C -4.856 -3.278 -2.460 0.0 0.0 0.0 -0.08
C -2.569 -2.981 -1.342 0.0 0.0 0.0 -0.23
C 4.104 3.031 -3.221 0.0 0.0 0.0 -0.20
C 0.632 1.911 2.239 0.1 -0.1 0.0 0.29
C -5.055 -2.953 -3.947 0.0 0.0 0.0 -0.60
C 4.454 -0.555 3.242 0.0 0.0 -0.1 0.06
C -1.524 -2.204 -0.835 0.0 0.0 0.0 -0.23
H -1.788 3.237 4.234 0.0 0.0 0.0 0.24
H -3.125 2.673 2.331 0.0 0.0 0.0 0.20
C 3.477 1.018 -2.087 0.0 0.0 0.0 -0.23
H -4.147 -3.164 -4.514 0.0 0.0 0.0 0.21
H -5.865 -3.560 -4.359 0.0 0.0 0.0 0.21
C 6.513 -1.692 2.922 0.0 0.0 0.0 -0.23
H 1.422 0.871 -1.492 0.0 0.0 -0.1 0.20
O -0.822 0.161 -0.501 0.1 0.1 0.0 -0.74
C -3.716 -2.423 -1.903 0.0 0.0 0.0 0.01
H 4.847 3.636 -3.725 0.0 0.0 0.0 0.21
H -4.702 -0.544 -2.391 0.0 0.0 0.0 0.22
B -1.467 1.391 -0.833 0.0 -0.1 0.1 0.76
H 5.659 0.004 0.082 0.0 0.1 -0.1 0.22
C 4.537 -0.071 1.930 0.0 0.0 -0.1 0.17
O -2.702 1.101 -1.411 0.0 0.1 -0.1 -0.69
H -3.063 3.741 0.908 0.0 0.0 0.0 0.22
C -4.577 -4.775 -2.332 0.0 0.0 0.0 -0.61
H 0.652 0.989 0.512 0.0 0.0 0.1 0.54
C 2.180 1.494 -1.947 0.1 0.0 -0.1 -0.20
C 5.603 -0.379 1.088 0.0 0.0 0.1 -0.26
O 0.929 1.853 0.879 0.2 -0.1 0.3 -0.75
H -0.641 -2.656 -0.405 0.0 0.0 0.0 0.22
C 1.454 1.352 3.217 -0.2 0.1 -0.2 -0.09
C 1.075 1.460 4.558 0.0 0.0 0.0 -0.20
H -2.466 -4.055 -1.291 0.0 0.0 0.0 0.22
Br -0.585 2.261 6.708 0.0 0.0 0.0 0.08
H -5.418 -5.335 -2.745 0.0 0.0 0.0 0.21
C 1.837 2.754 -2.434 0.0 0.1 0.1 -0.16
C -0.526 2.600 2.610 0.2 -0.1 0.1 0.25
H -3.681 -5.067 -2.882 0.0 0.0 0.0 0.21
H 1.707 1.014 5.311 0.0 0.0 0.0 0.27
C -6.148 -2.963 -1.694 0.0 0.0 0.0 -0.59
Co -0.564 3.013 -0.344 0.1 0.0 0.0 0.62
C -2.806 -0.269 -1.463 0.0 0.0 0.0 0.29
C 5.457 -1.382 3.750 0.0 0.0 0.0 -0.18
C -2.610 3.515 1.868 -0.1 0.0 -0.1 -0.25
C -3.834 -1.027 -1.963 0.0 0.0 0.0 -0.28
C 6.586 -1.196 1.609 0.0 0.0 0.0 -0.21
H -6.973 -3.563 -2.085 0.0 0.0 0.0 0.21
H -6.425 -1.913 -1.785 0.0 0.0 0.0 0.21
C 2.712 0.641 2.938 0.0 -0.1 0.0 0.36
C -0.082 2.122 4.891 0.0 0.0 0.1 -0.07
H -6.033 -3.190 -0.632 0.0 0.0 0.0 0.21
C -1.674 -0.844 -0.912 0.0 0.1 0.0 0.21
H -2.647 4.391 2.515 0.0 0.0 0.0 0.19
O -1.249 3.162 1.590 -0.1 0.0 -0.2 -0.53
H 3.135 1.220 0.939 0.0 0.0 0.0 0.44
H 7.308 -2.330 3.285 0.0 0.0 0.0 0.21
H 2.552 4.488 -3.467 0.0 0.0 0.0 0.22
H 3.722 0.031 -1.713 0.0 0.0 0.0 0.21
N 3.399 0.690 1.754 0.0 0.0 0.1 -0.55
S 0.204 3.424 -2.307 -0.2 0.0 -0.1 -0.28
C -0.896 2.709 3.935 -0.1 0.0 0.0 -0.30
H 5.396 -1.759 4.762 0.0 0.0 0.0 0.22
H 7.435 -1.462 0.993 0.0 0.0 0.0 0.21
N 3.303 -0.092 3.843 0.0 0.0 0.1 -0.45
C 4.446 1.785 -2.720 0.0 -0.1 0.1 -0.24
H -5.312 -1.905 -4.100 0.0 0.0 0.0 0.21
H -4.458 -5.076 -1.290 0.0 0.0 0.0 0.21
H 5.454 1.412 -2.834 0.0 0.0 0.0 0.21
C 2.814 3.512 -3.080 -0.1 0.0 0.0 -0.23
```
Positions in Å, forces in eV/Å.

---

C3H2Cl2CrLaO4 as an isolated structure. Source: the OMol25 dataset; level of theory: ωB97M-V/def2-TZVPD.

Calculated values
Total charge ... +4
Total energy ... -65607.4485 eV
HOMO-LUMO gap (alpha / beta) ... 4.889 / 6.920 eV
⟨S²⟩ ... 3.860
2S+1 ... 4

Structure (XYZ):
```
13
Properties=species:S:1:pos:R:3:forces:R:3:nbo_charge:R:1
H 1.479 1.986 3.992 1.6 0.2 0.0 0.56
C 0.861 -1.780 -3.505 -0.3 -2.6 -2.8 0.48
C -1.000 -1.591 2.400 -2.0 -8.3 7.0 0.31
O -1.185 -2.398 3.228 1.1 4.8 -5.1 -0.11
Cr 0.069 -0.143 -1.871 0.3 -0.5 -1.1 1.48
Cl 1.506 -0.719 0.169 -0.4 -0.1 -2.4 -0.33
Cl -1.879 1.086 -0.824 1.4 -1.0 -1.8 -0.29
C -0.405 0.910 -3.687 -2.2 3.3 -4.5 0.47
La -0.476 0.455 1.351 0.8 4.6 3.2 2.15
H 0.066 1.824 4.076 -0.1 -0.5 0.3 0.52
O 0.919 -2.539 -4.363 0.0 3.2 3.7 -0.16
O 0.824 1.390 3.628 -2.3 0.1 -0.9 -0.99
O -0.778 1.521 -4.593 2.0 -3.2 4.6 -0.11
```
Positions in Å, forces in eV/Å.

---

One molecule with the formula CH4N2S2. Source: the OMol25 dataset; level of theory: ωB97M-V/def2-TZVPD.

Calculated values
Structure (SMILES) ... NC(=S)NS
Total energy ... -25751.8200 eV
HOMO-LUMO gap ... 8.835 eV

Structure (XYZ):
```
9
Properties=species:S:1:pos:R:3:forces:R:3:nbo_charge:R:1
H -0.453 -1.751 -0.635 1.6 -3.6 0.8 0.36
N -0.978 -0.976 -0.751 -1.4 1.3 -0.8 -0.77
N 0.746 -0.052 0.435 1.0 -0.3 2.2 -0.78
H -1.479 -1.046 -1.630 0.0 0.7 0.2 0.41
H 0.842 -0.764 1.191 -1.2 -0.2 -1.9 0.42
C -0.204 0.105 -0.536 -0.5 2.3 -0.4 0.27
S -0.442 1.557 -1.339 0.2 -0.8 0.5 -0.22
H 0.458 1.695 1.997 0.1 -0.2 -0.3 0.10
S 1.509 1.231 1.270 0.1 0.8 -0.3 0.20
```
Positions in Å, forces in eV/Å.

---

One molecule with the formula C5H7NO. Source: the OMol25 dataset; level of theory: ωB97M-V/def2-TZVPD.

Calculated values
Total energy ... -8831.3522 eV
HOMO-LUMO gap (alpha / beta) ... 8.907 / 8.147 eV

Structure (XYZ):
```
14
Properties=species:S:1:pos:R:3:forces:R:3:nbo_charge:R:1
H -1.640 -1.541 1.090 0.7 0.2 0.1 0.21
H 2.005 1.030 -0.372 -0.2 -0.4 0.2 0.22
C -0.518 0.115 1.949 0.0 -0.1 0.0 0.32
O 0.477 0.817 1.993 -0.3 0.1 0.0 -0.53
N 0.930 -0.975 -0.196 1.2 0.2 -0.5 -0.20
C -0.882 -0.773 0.864 -1.1 0.1 0.3 -0.13
C 1.349 0.309 -0.871 0.2 -0.3 -0.3 -0.27
H -1.257 0.119 2.789 0.3 0.0 -0.2 0.12
H -0.461 0.842 -2.150 0.3 0.2 0.0 0.22
H -0.438 1.523 -0.490 -0.1 -0.1 -0.1 0.22
H -0.880 -1.469 -1.143 -0.3 0.3 -0.2 0.22
H 1.867 -0.024 -1.791 -0.1 0.1 0.3 0.21
C -0.436 -0.672 -0.545 -0.4 -0.3 0.4 -0.18
C -0.114 0.699 -1.127 -0.2 0.1 0.0 -0.43
```
Positions in Å, forces in eV/Å.